Below is C5H12N2O as an isolated structure in a non-equilibrium geometry, with properties calculated with ωB97M-V with the def2-TZVPD basis set.

Positions of all 20 atoms, in Å:
H 1.329 1.611 -0.683
C 0.726 -2.135 0.261
N -0.073 1.172 1.503
H -1.971 0.281 -1.534
H -1.690 -0.034 0.887
C 0.126 -0.961 0.313
H 0.266 -0.810 -1.939
H -0.765 1.910 1.524
C -1.052 0.855 -1.675
H -0.101 -0.593 3.173
C -0.622 -0.050 1.084
H 1.180 -2.502 -0.655
O -0.580 -1.132 2.525
N 1.356 0.825 -1.325
H 2.183 0.268 -1.140
H 0.924 1.108 1.669
H -0.992 1.126 -2.736
H 0.720 -2.778 1.134
C 0.167 0.050 -1.274
H -1.129 1.789 -1.112

Results
Calculated total energy: -10403.900 eV
Spin multiplicity: 1
ΔE to the lowest compared entry with this formula, charge and spin: 436.5 kJ/mol
Frontier orbital gap: 8.7 eV
Highest occupied orbital energy: -8.01 eV